# 1
Here is a molecular structure, C21H28Br2NO6PY from OMol25. Energies are from the ωB97M-V functional and the def2-TZVPD basis.

```
! RIJCOSX wB97M-V def2-TZVPD def2/J DEFGRID3
* xyz 1 1
Y 1.843 0.389 -0.302
C 0.564 6.162 0.265
C 1.371 4.954 0.622
C 2.049 4.972 1.906
C 2.901 3.936 2.317
C 2.796 2.784 1.565
Br 3.838 1.227 2.004
N 2.103 2.688 0.454
C 1.412 3.778 -0.022
H -0.305 5.889 -0.365
H 1.165 6.865 -0.294
H 0.046 6.631 1.177
H 1.962 5.878 2.552
H 3.459 3.973 3.204
H 0.909 3.462 -0.910
Br 0.323 -2.235 -7.405
C -0.350 -1.309 -5.889
C -1.728 -1.081 -5.815
C -2.242 -0.262 -4.785
C -1.382 0.271 -3.864
C -0.008 0.077 -3.930
C 0.506 -0.676 -5.003
C 0.796 0.451 -2.751
O 0.282 1.099 -1.775
O 2.018 0.054 -2.619
H -2.432 -1.352 -6.613
H -3.285 -0.083 -4.631
H -1.670 0.829 -2.939
H 1.577 -0.866 -4.991
C -1.588 -4.489 1.519
C -0.131 -4.154 1.524
C 0.653 -4.747 0.321
C 0.530 -4.515 2.815
O -0.169 -2.705 1.319
P 0.902 -1.606 1.674
O 1.280 -1.439 3.078
O 2.029 -1.528 0.587
O 0.168 -0.142 1.071
C -1.155 0.515 1.460
C -1.236 0.326 2.951
C -1.144 1.924 1.022
C -2.240 -0.337 0.750
H -1.769 -5.537 1.606
H -2.072 -4.023 0.593
H -2.093 -4.007 2.354
H 0.472 -5.809 0.156
H 1.728 -4.461 0.386
H 0.264 -4.211 -0.571
H 0.322 -5.558 3.042
H 0.217 -3.921 3.664
H 1.620 -4.406 2.714
H -0.471 0.899 3.492
H -1.125 -0.666 3.258
H -2.244 0.694 3.301
H -0.497 2.460 1.733
H -2.120 2.318 1.218
H -0.908 2.070 -0.031
H -2.462 -1.259 1.169
H -2.100 -0.401 -0.326
H -3.177 0.210 0.985
*
```

For the highest occupied orbital energy, the calculation gives -0.4223 Ha. As for the relative energy (zero: lowest compared OMol25 entry of this formula, charge and spin): 0.0 kJ/mol. Its HOMO-LUMO gap is 7.903 eV.

=====

# 2
Here is a molecular structure, C21H28CdN2O4S from OMol25. Energies are from the ωB97M-V functional and the def2-TZVPD basis.

```
! RIJCOSX wB97M-V def2-TZVPD def2/J DEFGRID3
* xyz 2 1
C 0.221 -7.177 -1.030
C 0.852 -6.548 -2.419
O 2.034 -5.658 -2.173
C 1.647 -4.602 -1.180
O 2.509 -4.457 -0.139
C 0.288 -3.680 -1.332
C 0.348 -2.278 -0.422
C -0.967 -1.394 -0.842
C -1.239 -0.089 0.169
N -2.366 -0.253 1.151
C -2.441 1.014 1.954
C -3.610 1.052 3.150
C -3.855 2.377 4.116
C -2.946 3.769 3.928
C -1.792 3.699 2.752
C -0.858 5.063 2.503
S -1.815 6.182 1.286
C -1.206 5.911 -0.472
C -2.178 4.855 -1.323
C -1.537 2.357 1.799
N -0.432 2.446 0.788
C -0.258 1.195 -0.029
C 0.992 1.230 -1.136
C 2.339 1.627 -0.228
O 3.562 1.768 -1.037
C 4.555 0.907 -0.317
C 5.025 -0.453 -1.169
O 5.041 1.181 0.899
H -0.084 -8.323 -1.127
H -0.734 -6.549 -0.768
H 1.016 -7.135 -0.149
H 1.114 -7.467 -3.111
H 0.078 -5.885 -3.030
H 0.120 -3.342 -2.464
H -0.645 -4.353 -1.056
H 1.339 -1.732 -0.785
H 0.400 -2.535 0.730
H -0.885 -1.056 -1.972
H -1.902 -2.121 -0.757
H -4.309 0.119 3.356
H -4.678 2.414 4.966
H -3.117 4.722 4.615
H 0.163 4.787 1.981
H -0.598 5.620 3.505
H -0.079 5.561 -0.474
H -1.250 6.951 -1.055
H -2.339 3.840 -0.738
H -3.234 5.368 -1.508
H -1.711 4.569 -2.373
H 1.122 0.225 -1.719
H 0.776 2.113 -1.893
H 2.413 0.827 0.633
H 2.171 2.671 0.324
H 5.042 -0.099 -2.309
H 4.128 -1.226 -1.020
H 6.052 -0.886 -0.808
Cd -2.283 -7.118 -0.241
*
```

For the highest occupied orbital energy, the calculation gives -0.4542 Ha. Its HOMO-LUMO gap is 1.364 eV.

=====

# 3
Here is a molecular structure, C21H28ClFN3O4S from OMol25. Energies are from the ωB97M-V functional and the def2-TZVPD basis.

```
! RIJCOSX wB97M-V def2-TZVPD def2/J DEFGRID3
* xyz -1 1
O -2.002 4.067 0.090
C -1.550 3.206 -0.608
O -2.287 2.686 -1.646
C -0.180 2.605 -0.384
C -0.074 2.227 1.105
C 1.102 1.257 1.311
C 2.400 1.866 0.785
C 2.862 3.106 1.348
F 2.169 3.691 2.342
C 3.986 3.738 0.954
C 4.780 3.175 -0.080
N 5.888 3.665 -0.610
S 6.353 2.580 -1.727
N 5.179 1.494 -1.581
C 4.351 1.921 -0.634
C 3.149 1.272 -0.196
C 2.779 -0.037 -0.835
C 3.847 -1.086 -0.569
O 4.584 -1.580 -1.337
Cl 3.811 -1.515 1.161
H -3.073 2.258 -1.285
H 0.540 3.381 -0.653
H -0.056 1.739 -1.035
H -0.985 1.747 1.461
H 0.040 3.163 1.649
H 1.222 0.962 2.354
H 0.814 0.354 0.773
H 4.264 4.680 1.408
H 2.582 0.052 -1.903
H 1.887 -0.461 -0.367
C -1.545 -3.636 1.556
C -1.132 -2.835 0.306
C -1.916 -3.364 -0.902
C -3.401 -2.998 -0.917
C -3.696 -1.678 -0.188
C -2.495 -0.725 -0.072
N -1.421 -1.420 0.602
O -0.273 -0.612 0.772
C -2.943 0.437 0.815
C -2.143 -0.157 -1.461
C 0.332 -3.108 0.043
H -0.977 -3.299 2.425
H -1.357 -4.712 1.428
H -2.605 -3.510 1.781
H -1.460 -2.982 -1.820
H -1.810 -4.453 -0.964
H -3.736 -2.931 -1.956
H -3.993 -3.800 -0.467
H -4.533 -1.175 -0.684
H -4.053 -1.907 0.820
H -3.152 0.088 1.827
H -3.858 0.897 0.420
H -2.178 1.213 0.873
H -3.005 0.366 -1.892
H -1.846 -0.931 -2.170
H -1.326 0.563 -1.389
H 0.525 -4.172 -0.134
H 0.940 -2.810 0.895
H 0.675 -2.561 -0.838
*
```

For the highest occupied orbital energy, the calculation gives -0.1004 Ha. Its HOMO-LUMO gap is 4.478 eV.

=====

# 4
Here is a molecular structure, C21H28ClN2O3ScSe2 from OMol25. Energies are from the ωB97M-V functional and the def2-TZVPD basis.

```
! RIJCOSX wB97M-V def2-TZVPD def2/J DEFGRID3
* xyz 2 1
Sc 0.194 0.108 0.078
C -0.476 -0.759 3.694
Se 0.974 0.188 2.805
C 2.314 -1.234 2.761
C 3.435 -0.872 1.811
Se 2.818 -0.876 -0.040
C 3.973 0.490 -0.808
H -0.769 -1.630 3.114
H -1.304 -0.058 3.779
H -0.132 -1.041 4.687
H 1.817 -2.168 2.490
H 2.698 -1.330 3.778
H 4.237 -1.607 1.883
H 3.851 0.115 2.022
H 3.884 1.424 -0.259
H 3.659 0.618 -1.841
H 4.992 0.113 -0.775
Cl -2.301 -3.667 -5.656
C -1.592 -2.611 -4.501
C -0.890 -1.477 -4.939
C -0.295 -0.597 -4.054
C -0.387 -0.833 -2.688
O 0.185 -0.007 -1.814
C -1.104 -1.971 -2.226
C -1.237 -2.293 -0.865
O -0.765 -1.620 0.104
C -1.703 -2.861 -3.159
H -0.817 -1.294 -6.003
H 0.243 0.269 -4.411
H -1.790 -3.196 -0.595
H -2.241 -3.728 -2.805
C -1.144 2.971 5.064
C -2.422 3.390 4.356
N -2.285 4.622 3.591
C -2.141 5.884 4.330
C -0.737 6.450 4.245
C -2.422 4.717 2.258
O -2.473 5.767 1.645
C -2.487 3.467 1.408
C -3.562 3.327 0.533
C -3.573 2.286 -0.380
C -2.471 1.456 -0.445
N -1.417 1.591 0.378
C -1.440 2.575 1.301
H -1.299 2.036 5.604
H -0.836 3.714 5.797
H -0.315 2.846 4.365
H -3.215 3.547 5.092
H -2.788 2.605 3.692
H -2.422 5.675 5.363
H -2.866 6.590 3.924
H -0.002 5.763 4.663
H -0.682 7.379 4.810
H -0.470 6.670 3.212
H -4.369 4.047 0.571
H -4.401 2.139 -1.057
H -2.417 0.663 -1.187
H -0.572 2.660 1.948
*
```

For the highest occupied orbital energy, the calculation gives -0.5162 Ha. As for the relative energy (zero: lowest compared OMol25 entry of this formula, charge and spin): 0.0 kJ/mol. Its HOMO-LUMO gap is 6.795 eV.